{"formula": "H80O40", "method": "ωB97M-V/def2-TZVPD", "elements": ["H", "H", "O", "H", "H", "O", "H", "H", "O", "H", "H", "O", "H", "H", "O", "H", "O", "H", "O", "H", "H", "O", "H", "H", "O", "H", "H", "O", "H", "H", "O", "H", "O", "H", "H", "O", "H", "H", "O", "H", "H", "O", "H", "H", "O", "H", "H", "O", "H", "H", "O", "H", "O", "H", "H", "O", "H", "O", "H", "H", "O", "H", "H", "O", "H", "H", "O", "H", "H", "O", "H", "H", "O", "H", "H", "O", "H", "H", "O", "H", "H", "O", "H", "H", "O", "H", "H", "O", "H", "O", "H", "H", "O", "H", "H", "H", "H", "H", "H", "O", "H", "H", "O", "H", "H", "O", "H", "H", "O", "H", "H", "O", "H", "H", "O", "H", "H", "O", "H", "H"], "xyz": [[-4.3570, -3.8398, 3.3819], [-3.1013, -3.4950, 2.4638], [-3.3807, -3.7549, 3.3481], [5.0677, -0.3430, -0.4813], [4.8884, -1.2621, 0.7992], [4.9161, -1.2381, -0.1632], [-2.4600, 1.7471, 5.0360], [-1.9501, 0.4414, 4.2947], [-2.4852, 0.7907, 5.0301], [-1.9387, -0.4976, -1.2888], [-0.9609, -0.2259, -2.3888], [-1.5797, -0.9278, -2.0693], [-4.4263, 0.4723, 3.5424], [-4.4297, -0.3802, 4.6961], [-4.8634, -0.3391, 3.8366], [1.2932, -2.9752, 1.5792], [1.9218, -2.2688, 1.7928], [2.6451, 5.5885, 1.9600], [2.4834, 4.7574, 1.5118], [3.6091, -0.6629, 2.5468], [2.6546, -0.1400, 1.4830], [3.5854, -0.2478, 1.6679], [-0.3889, -3.5175, 4.1497], [1.1677, -3.8513, 3.7216], [0.4794, -3.9328, 4.3774], [2.8770, 3.8243, 3.6037], [2.0302, 3.0289, 4.6812], [2.1891, 3.1560, 3.7086], [3.9072, -3.7069, -1.3494], [3.9547, -3.0063, -0.0787], [3.7512, -3.9089, -0.4097], [-2.0542, 1.8952, 2.4299], [-2.9514, 1.6317, 2.2847], [-0.7713, 1.3929, -0.1116], [-0.3446, 0.1252, 0.5090], [-1.1720, 0.5645, 0.2794], [-1.9438, -3.0190, 5.2661], [-2.1913, -2.3490, 3.9104], [-1.5107, -2.4490, 4.6015], [-0.4944, -0.4539, 3.0477], [-0.1214, 0.8056, 3.6793], [-0.6400, 0.4973, 2.8780], [3.0469, -2.2505, -2.7494], [4.1975, -1.4715, -3.4350], [4.0045, -2.2729, -2.9159], [-3.7166, -3.5230, -0.6412], [-2.6650, -2.6904, -1.6673], [-3.3367, -2.7248, -0.9804], [0.7821, -0.3554, -3.2972], [0.2016, 0.9297, -3.7671], [0.4303, 0.4694, -2.9475], [-0.9050, 1.1400, -5.8635], [-1.3881, 1.8169, -5.4177], [2.5923, 2.9648, -4.5155], [2.6928, 1.7866, -5.6458], [3.0707, 2.1964, -4.8554], [-3.7899, -0.9929, 2.0534], [-3.9751, -1.3120, 1.1142], [-0.9837, 5.8064, -1.2167], [0.6104, 5.8930, -1.2749], [-0.2347, 6.1045, -1.7568], [1.4355, 4.2030, -2.3699], [1.3804, 5.2212, -3.2065], [1.2110, 4.2826, -3.3322], [2.1145, 4.9554, 0.0073], [2.6879, 3.8967, -0.9907], [2.3002, 4.7734, -0.9684], [-0.1155, 1.9388, 5.2613], [-0.1770, 2.6438, 6.3952], [-0.6377, 2.7432, 5.5525], [-3.8377, -1.1093, -5.1094], [-3.0653, -1.2001, -3.9493], [-2.8982, -1.1117, -4.8913], [-1.0622, 2.6354, -2.4381], [-0.4463, 3.9699, -1.9606], [-1.1307, 3.3231, -1.7641], [0.0697, -1.6629, -2.0965], [0.3615, -2.3708, -3.4625], [0.7737, -2.1297, -2.6067], [1.3223, 0.6160, -4.4752], [2.3198, -0.5378, -4.5619], [1.3897, -0.3236, -4.6110], [0.1016, -4.5938, 1.1270], [-0.5171, -4.4929, 2.6210], [-0.0390, -4.0166, 1.9400], [-1.2199, -2.4641, 1.0875], [-2.4395, -1.7370, 1.0303], [-1.5291, -1.6238, 1.4615], [-3.4748, 4.4923, 2.3582], [-3.1419, 4.2232, 1.4918], [6.0703, -1.9579, -1.7967], [4.8986, -2.8053, -2.4450], [5.7394, -2.3584, -2.6310], [-2.3015, 2.0256, -5.5454], [2.6442, -2.5126, 1.2048], [-3.7860, -0.4501, 0.6585], [1.8906, 4.1823, 2.0528], [-3.1926, 0.7277, 2.1850], [-3.5299, 3.3522, 1.3563], [2.8451, 1.2763, -1.1700], [2.5403, 1.2001, -2.1003], [2.7907, 0.3673, -0.8758], [0.1361, -4.3127, -1.0381], [0.5127, -3.5705, -1.5298], [-0.6315, -4.4860, -1.5947], [-1.2539, -3.1275, -5.7738], [-2.1007, -2.6452, -5.7536], [-0.8083, -2.2401, -5.6224], [4.3278, -1.1511, -4.9865], [4.0849, -0.2492, -4.7847], [5.0275, -1.4556, -4.3358], [1.1705, -1.3732, 4.9850], [0.2185, -1.5724, 5.1499], [1.5789, -2.2485, 4.8003], [-5.3475, -0.5968, -1.2838], [-4.7418, 0.0839, -0.9845], [-5.5594, -1.0594, -0.4589], [-3.2285, 4.2482, 4.0575], [-2.8878, 3.3906, 4.4420], [-2.7396, 4.8584, 4.6123]], "forces_ev_per_a": [[0.92, 0.23, -0.42], [-0.41, -0.03, -0.24], [-0.82, -0.31, 0.25], [-0.14, 0.11, 0.56], [-0.05, 0.89, -0.28], [0.62, -1.04, -0.94], [0.41, -0.21, -0.14], [-0.27, 0.69, 0.08], [-0.46, -1.08, 0.51], [-0.01, -0.05, 0.69], [-0.26, -0.07, -0.15], [-0.09, 0.06, -0.48], [-0.39, 0.36, -0.09], [-0.01, -0.33, 0.33], [0.50, 0.15, -0.19], [-0.38, 0.22, 0.54], [0.17, -0.32, -0.44], [-0.21, 0.11, 0.32], [-0.40, -0.61, 0.78], [-0.36, 0.32, -0.29], [-0.46, -0.16, 0.11], [0.55, 0.42, 1.28], [1.38, 0.31, -0.01], [-0.39, 0.14, -0.65], [-0.02, -1.11, 1.40], [0.16, -0.29, 0.42], [0.35, 0.45, -1.50], [-0.37, -0.25, 1.26], [-0.29, -0.77, 0.46], [0.14, -0.70, -0.14], [0.10, 1.25, -0.24], [0.83, -1.05, -0.34], [-2.79, 1.97, 0.01], [-1.16, -0.64, 0.30], [-0.44, -0.64, 0.43], [1.28, 1.97, -1.49], [0.18, 0.44, -0.39], [0.19, -0.08, 0.35], [-0.89, 0.32, 0.40], [-0.21, -0.12, -0.92], [-0.46, -0.07, -1.56], [1.74, -0.17, 2.82], [-0.75, -0.14, -0.43], [-1.13, -0.99, 1.44], [-14.54, 1.49, -1.34], [0.41, -0.95, -0.64], [-0.10, -0.96, 0.04], [-0.03, 1.60, 0.41], [0.13, -0.62, 0.49], [-1.27, 0.51, 1.16], [-2.31, 2.90, 2.99], [-1.00, -0.75, -1.07], [1.67, 1.45, 1.93], [-0.54, 0.11, -0.40], [-0.21, 0.94, 0.16], [0.53, -1.01, 0.30], [-0.99, -1.18, -0.96], [-0.16, 2.53, 1.56], [0.39, 0.11, 0.02], [-1.47, 0.24, -0.42], [0.92, -0.06, 0.71], [-0.17, -1.14, -0.52], [-0.33, 0.79, -1.43], [0.78, -0.09, 1.09], [0.60, -0.67, -1.20], [0.31, -0.31, 0.30], [-0.55, 0.68, 0.48], [-1.39, 0.95, -0.82], [-0.71, 1.16, 1.07], [2.24, -1.79, 0.00], [-0.08, 0.16, -1.00], [1.07, 0.02, 0.92], [-1.17, 0.06, 0.19], [0.12, 0.34, -0.03], [-0.03, 0.05, -0.51], [-0.31, -0.64, 0.45], [-0.04, -0.53, -0.28], [0.18, 0.03, 0.65], [-0.10, -0.27, -0.20], [1.41, 0.34, -0.70], [0.45, -0.42, -0.43], [1.71, -1.94, -4.15], [-0.58, 0.79, 1.26], [0.20, -0.53, -0.08], [-0.08, -1.07, -2.62], [1.15, -0.01, 0.57], [1.05, 1.01, 0.68], [-1.19, -1.96, -0.87], [0.24, -0.20, -0.22], [-0.16, 0.42, -0.74], [-0.04, -0.63, -0.82], [2.28, -1.10, 1.32], [12.43, 0.38, 1.78], [-0.49, -0.84, -0.82], [0.17, 0.24, 0.05], [-0.20, -1.25, -0.04], [0.41, 0.75, -0.31], [1.44, -0.74, -0.07], [0.17, -0.01, 0.03], [-0.11, 0.13, -1.06], [0.04, 0.31, 0.74], [0.09, -0.38, 0.37], [-0.48, -0.15, 0.00], [0.59, 0.21, 0.08], [-0.13, -0.40, 0.24], [0.49, 2.59, 0.38], [-0.59, -0.98, 0.04], [0.41, -1.73, -0.35], [0.68, -0.04, -0.19], [0.78, 0.91, -0.14], [0.62, 0.56, -2.01], [-0.34, 0.03, 0.13], [1.10, -0.16, -0.21], [-0.82, 0.87, 0.28], [-0.32, 0.07, 0.22], [0.00, 0.30, -0.29], [0.05, -0.07, -0.34], [0.68, -1.56, 1.90], [-0.81, 1.31, -1.10], [0.01, 0.58, 0.02]], "homo_ev": -8.90, "e_lumo_ev": -0.57, "orbital_gap_ev": 8.33, "total_energy_ev": -83190.8861, "e_above_lowest_ev": 14.929}


{"formula": "C4H4BrN", "method": "ωB97M-V/def2-TZVPD", "elements": ["C", "C", "C", "Br", "C", "N", "H", "H", "H", "H"], "xyz": [[0.2048, 0.6555, 0.1727], [-0.9353, 0.9379, -0.4889], [-1.8690, -0.0375, -0.1508], [-3.7440, 0.0975, 0.0091], [-1.1547, -1.1158, -0.0779], [-0.7222, -2.2644, -0.2128], [1.0811, 1.0070, -0.1462], [0.3256, 0.2453, 1.2349], [-1.0834, 1.6116, -1.3400], [-0.1134, -2.6714, 0.4909]], "forces_ev_per_a": [[-1.21, 0.10, 2.59], [0.80, 1.18, 0.03], [-2.39, 0.21, -0.24], [0.21, -0.05, 0.00], [0.04, -4.40, 0.75], [-0.30, 0.93, -0.27], [3.51, 1.49, -1.48], [-0.89, 0.36, -1.82], [0.35, -0.10, 0.38], [-0.12, 0.27, 0.06]], "homo_ev": -8.56, "e_lumo_ev": 0.62, "smiles": "C=CC(Br)=C=N", "orbital_gap_ev": 9.18, "total_energy_ev": -75741.8474, "e_above_lowest_ev": 2.512}


Q: Number 2 is which compound?
A: C4H4BrN